Computed, not measured: a 9-piece molecular cluster, C60H55F5IN8O5P overall in a non-equilibrium geometry, with ωB97M-V with the def2-TZVPD basis set.

```
135
Properties=species:S:1:pos:R:3
O 3.79 -3.16 -1.63
C 3.33 -2.01 -1.47
C 1.73 -1.89 -1.29
C 0.93 -3.05 -0.65
C -0.60 -2.89 -0.51
C -1.32 -1.57 -0.96
C -0.55 -0.37 -1.61
C -1.27 0.98 -2.07
C -2.85 1.04 -1.78
C -3.26 1.70 -0.37
C -2.57 3.10 -0.05
F -1.25 2.95 0.51
F -3.35 3.69 1.02
C -2.61 4.17 -1.25
F -1.41 4.22 -2.01
F -2.71 5.46 -0.63
F -3.74 4.06 -2.09
C 0.99 -0.59 -1.78
C 1.95 0.51 -2.47
O 1.48 1.18 -3.42
C 3.46 0.65 -1.95
C 4.25 1.97 -1.89
C 3.60 3.37 -2.32
P 3.29 4.36 -0.71
O 2.03 5.24 -0.79
O 3.01 3.15 0.50
O 4.69 5.20 -0.22
C 5.75 2.01 -1.40
C 6.50 0.73 -0.95
C 5.68 -0.61 -0.97
I 6.77 -2.38 -0.31
C 4.19 -0.66 -1.45
H 1.42 -4.01 -0.30
H -1.20 -3.77 -0.06
H -2.47 -1.56 -0.80
H -0.67 1.85 -1.66
H -1.16 1.03 -3.22
H -3.32 1.65 -2.64
H -3.37 0.01 -1.82
H -3.12 1.02 0.54
H -4.39 1.91 -0.43
H 4.40 3.94 -2.94
H 2.66 3.29 -2.96
H 3.87 2.74 0.74
H 5.37 4.50 -0.05
H 6.35 2.99 -1.39
H 7.58 0.83 -0.63
C 7.69 -5.69 4.30
C 7.06 -5.69 3.06
C 7.70 -5.06 2.01
N 8.89 -4.44 2.12
C 9.47 -4.45 3.33
C 8.92 -5.06 4.44
H 7.22 -6.18 5.15
H 6.11 -6.18 2.92
H 7.25 -5.04 1.02
H 10.42 -3.94 3.39
H 9.43 -5.04 5.39
C -6.71 -2.69 -2.28
C -7.40 -1.54 -1.91
C -7.01 -0.90 -0.74
N -6.02 -1.32 0.05
C -5.37 -2.43 -0.34
C -5.68 -3.15 -1.48
H -6.99 -3.22 -3.19
H -8.22 -1.15 -2.51
H -7.52 0.01 -0.41
H -4.57 -2.75 0.32
H -5.12 -4.03 -1.74
C -4.11 7.29 1.79
C -3.52 8.55 1.84
C -4.09 9.50 2.68
N -5.18 9.27 3.44
C -5.72 8.05 3.36
C -5.23 7.03 2.56
H -3.69 6.52 1.15
H -2.65 8.79 1.25
H -3.67 10.50 2.76
H -6.60 7.90 3.98
H -5.71 6.06 2.54
C -6.83 7.38 -0.84
C -6.32 6.09 -0.96
C -7.20 5.06 -1.24
N -8.53 5.23 -1.41
C -8.99 6.49 -1.29
C -8.19 7.58 -1.01
H -6.17 8.21 -0.62
H -5.27 5.90 -0.83
H -6.85 4.04 -1.35
H -10.06 6.59 -1.43
H -8.63 8.57 -0.93
C 2.95 -9.35 0.77
C 2.88 -9.59 2.13
C 3.90 -9.11 2.93
N 4.96 -8.44 2.47
C 5.01 -8.22 1.14
C 4.04 -8.65 0.26
H 2.17 -9.71 0.10
H 2.05 -10.13 2.56
H 3.89 -9.27 4.01
H 5.88 -7.67 0.79
H 4.12 -8.45 -0.80
C -4.97 -8.73 0.07
C -5.99 -7.96 0.62
C -6.16 -6.67 0.15
N -5.39 -6.11 -0.80
C -4.41 -6.88 -1.31
C -4.16 -8.18 -0.92
H -4.80 -9.75 0.41
H -6.63 -8.36 1.39
H -6.94 -6.03 0.54
H -3.80 -6.40 -2.08
H -3.36 -8.75 -1.36
C -5.54 13.06 -1.27
C -6.54 12.24 -1.77
C -6.47 10.88 -1.50
N -5.49 10.32 -0.77
C -4.54 11.13 -0.30
C -4.52 12.50 -0.52
H -5.56 14.13 -1.47
H -7.35 12.64 -2.37
H -7.23 10.20 -1.86
H -3.76 10.65 0.28
H -3.72 13.11 -0.11
C 12.87 -6.88 0.75
C 13.58 -8.07 0.72
C 13.07 -9.15 1.44
N 11.94 -9.11 2.16
C 11.28 -7.94 2.17
C 11.70 -6.81 1.49
H 13.23 -6.01 0.21
H 14.50 -8.16 0.16
H 13.59 -10.11 1.44
H 10.37 -7.93 2.76
H 11.12 -5.89 1.53
```

Calculated values
net charge: 0
strongest force on any atom: 4.760 eV/A
HOMO level: -9.11 eV
structure (SMILES): O=C1c2cccc(CCCC(F)(F)C(F)(F)F)c2C(=O)c2c(CP(=O)(O)O)ccc(I)c21.c1ccncc1.c1ccncc1.c1ccncc1.c1ccncc1.c1ccncc1.c1ccncc1.c1ccncc1.c1ccncc1